{
  "formula": "C39H78O19S9",
  "method": "ωB97M-V/def2-TZVPD",
  "species": ["O", "S", "O", "C", "C", "C", "C", "H", "H", "H", "H", "H", "H", "H", "H", "O", "S", "O", "C", "C", "C", "C", "H", "H", "H", "H", "H", "H", "H", "H", "O", "S", "O", "C", "C", "C", "C", "H", "H", "H", "H", "H", "H", "H", "H", "O", "S", "O", "C", "C", "C", "C", "H", "H", "H", "H", "H", "H", "H", "H", "O", "S", "O", "C", "C", "C", "C", "H", "H", "H", "H", "H", "H", "H", "H", "O", "S", "O", "C", "C", "C", "C", "H", "H", "H", "H", "H", "H", "H", "H", "O", "S", "O", "C", "C", "C", "C", "H", "H", "H", "H", "H", "H", "H", "H", "O", "S", "O", "C", "C", "C", "C", "H", "H", "H", "H", "H", "H", "H", "H", "O", "S", "O", "C", "C", "C", "C", "H", "H", "H", "H", "H", "H", "H", "H", "C", "C", "C", "O", "H", "H", "H", "H", "H", "H"],
  "positions_angstrom": [[0.2852, 2.0661, 3.7315], [0.8577, 2.7564, 2.6036], [0.1386, 2.9003, 1.3563], [1.5830, 4.3166, 3.1824], [3.1016, 4.2034, 3.0382], [3.4426, 2.7050, 3.2024], [2.4621, 1.9342, 2.3533], [1.2553, 4.3954, 4.2180], [1.1672, 5.1502, 2.6191], [3.4157, 4.5833, 2.0673], [3.5739, 4.7470, 3.8535], [3.4606, 2.4457, 4.2576], [4.4207, 2.5703, 2.7316], [2.3536, 0.8742, 2.5462], [2.6433, 2.1218, 1.2913], [4.7149, -3.1261, 4.4180], [5.3006, -3.0981, 3.1042], [5.5459, -4.3180, 2.3851], [4.4289, -1.9365, 2.0497], [4.9389, -0.5893, 2.5129], [6.4594, -0.7026, 2.6718], [6.8282, -2.1196, 3.1479], [3.3640, -2.1066, 2.2051], [4.7006, -2.1301, 1.0122], [4.6735, 0.2399, 1.8658], [4.4726, -0.3783, 3.4814], [6.7947, -0.0043, 3.4358], [6.9753, -0.5433, 1.7281], [7.3155, -2.1918, 4.1133], [7.4072, -2.6569, 2.3985], [2.1375, 0.5623, 5.9102], [1.3669, -0.4568, 5.2412], [1.4779, -0.6294, 3.8106], [1.6719, -2.0696, 6.0009], [0.3004, -2.6449, 6.3228], [-0.8407, -1.7707, 5.7647], [-0.3575, -0.3236, 5.7346], [2.2802, -1.8557, 6.8754], [2.2673, -2.6185, 5.2727], [0.2054, -3.6693, 5.9607], [0.1613, -2.8072, 7.3947], [-1.6973, -1.8234, 6.4335], [-1.1405, -2.0863, 4.7656], [-0.3955, 0.0843, 6.7431], [-0.8322, 0.3497, 5.0277], [2.4298, 2.2666, -5.0569], [1.3362, 1.7177, -5.8339], [0.3461, 2.5911, -6.4074], [2.0133, 0.7094, -7.1337], [1.0784, -0.4883, -7.2552], [0.4166, -0.7992, -5.8839], [0.5684, 0.3689, -4.9319], [2.9503, 0.2923, -6.7435], [2.2631, 1.2803, -8.0209], [0.2927, -0.1359, -7.9383], [1.4927, -1.3593, -7.7533], [0.9127, -1.6885, -5.4888], [-0.6014, -1.1276, -6.0777], [1.2311, 0.1865, -4.0875], [-0.3861, 0.7269, -4.5499], [-8.2254, -0.4163, -3.9500], [-7.5169, 0.5653, -3.1734], [-8.1720, 1.7332, -2.6542], [-6.6279, -0.2904, -1.8638], [-5.3861, -0.8078, -2.5636], [-4.8458, 0.4101, -3.3418], [-6.0062, 1.0490, -4.0780], [-7.3346, -1.0062, -1.4430], [-6.3636, 0.4253, -1.0825], [-4.6557, -1.2425, -1.8834], [-5.6826, -1.6170, -3.2395], [-4.0744, -0.0039, -3.9939], [-4.3725, 1.0960, -2.6431], [-6.0927, 0.7471, -5.1211], [-6.0194, 2.1360, -4.0818], [-3.0558, 5.8780, -1.3423], [-2.8447, 5.0935, -2.5251], [-3.9374, 4.3304, -3.0673], [-2.1399, 6.1537, -3.8358], [-0.9106, 5.4108, -4.3217], [-0.3073, 4.7522, -3.0846], [-1.3886, 4.0298, -2.3419], [-1.8423, 7.0526, -3.2980], [-2.9692, 6.2955, -4.5204], [-1.2035, 4.6672, -5.0681], [-0.1867, 6.0383, -4.8401], [0.2381, 5.4606, -2.4535], [0.4949, 4.0665, -3.3857], [-1.2316, 3.9332, -1.2649], [-1.6388, 3.0287, -2.6816], [-3.0434, -2.9795, 3.0169], [-4.3490, -3.4074, 2.5804], [-5.5447, -3.0521, 3.2957], [-4.5179, -2.9650, 0.8518], [-3.9844, -4.1534, 0.0752], [-4.3839, -5.4232, 0.8216], [-4.3298, -5.1987, 2.3162], [-4.0388, -1.9981, 0.7166], [-5.5690, -2.7985, 0.6071], [-4.3490, -4.0634, -0.9480], [-2.9021, -4.0622, -0.0406], [-3.7901, -6.2731, 0.4845], [-5.3978, -5.6976, 0.5162], [-3.3654, -5.4767, 2.7456], [-5.1164, -5.6909, 2.8757], [-1.4169, 0.3143, -2.3833], [-1.5046, -0.6775, -1.3390], [-2.3147, -1.8717, -1.4730], [0.1222, -1.2352, -0.7965], [0.2917, -0.8098, 0.6494], [-1.0914, -0.5555, 1.2937], [-1.9457, 0.0928, 0.2402], [0.7963, -0.6305, -1.4032], [0.2496, -2.2821, -1.0492], [0.8423, -1.5097, 1.2735], [0.8450, 0.1333, 0.6066], [-1.0884, 0.0034, 2.2249], [-1.4313, -1.5734, 1.5140], [-1.7095, 1.1511, 0.1033], [-3.0281, -0.0343, 0.2710], [2.9469, -0.0934, -2.4750], [3.4602, 0.9753, -1.6485], [4.0158, 0.7238, -0.3381], [4.4760, 2.0791, -2.5905], [4.2902, 3.4298, -1.9135], [2.8240, 3.5898, -1.4591], [2.1506, 2.2066, -1.4826], [3.9986, 2.0396, -3.5730], [5.4846, 1.6841, -2.6932], [4.8908, 3.4299, -0.9992], [4.6719, 4.2062, -2.5711], [2.2562, 4.2888, -2.0710], [2.7059, 3.9596, -0.4384], [1.6271, 2.0801, -2.4334], [1.5096, 1.9176, -0.6529], [-0.2062, -4.4412, 1.0529], [0.4947, -4.8819, 2.3128], [-0.3075, -5.0706, 3.5637], [1.6753, -5.0723, 2.3031], [0.5705, -3.9584, 0.4633], [-0.9883, -3.7027, 1.2531], [-0.6955, -5.2726, 0.5448], [-0.7710, -4.1387, 3.9032], [0.4012, -5.3621, 4.3367], [-1.1480, -5.7511, 3.4252]],
  "lowdin_charge": [-0.33, 0.69, -0.33, -0.21, -0.20, -0.20, -0.23, 0.11, 0.10, 0.11, 0.12, 0.12, 0.11, 0.07, 0.07, -0.32, 0.66, -0.32, -0.21, -0.24, -0.19, -0.21, 0.09, 0.11, 0.07, 0.11, 0.11, 0.11, 0.10, 0.09, -0.32, 0.67, -0.33, -0.19, -0.20, -0.20, -0.21, 0.11, 0.09, 0.09, 0.11, 0.12, 0.09, 0.11, 0.09, -0.34, 0.68, -0.31, -0.23, -0.21, -0.19, -0.22, 0.11, 0.11, 0.11, 0.11, 0.11, 0.11, 0.07, 0.09, -0.32, 0.67, -0.32, -0.24, -0.23, -0.21, -0.20, 0.10, 0.11, 0.08, 0.12, 0.11, 0.11, 0.10, 0.09, -0.32, 0.67, -0.33, -0.21, -0.21, -0.24, -0.21, 0.10, 0.10, 0.11, 0.12, 0.12, 0.09, 0.10, 0.09, -0.33, 0.68, -0.31, -0.23, -0.22, -0.21, -0.20, 0.08, 0.11, 0.12, 0.09, 0.12, 0.12, 0.08, 0.11, -0.33, 0.69, -0.33, -0.20, -0.19, -0.18, -0.20, 0.07, 0.10, 0.10, 0.09, 0.11, 0.09, 0.10, 0.10, -0.33, 0.68, -0.31, -0.23, -0.18, -0.17, -0.21, 0.07, 0.12, 0.11, 0.12, 0.09, 0.10, 0.08, 0.07, -0.01, -0.50, -0.01, 0.09, 0.07, 0.06, 0.09, 0.06, 0.09, 0.08],
  "total_energy_ev": -178125.287,
  "homo_lumo_gap_ev": 9.91,
  "smiles": "O=S1(=O)CCCC1.O=S1(=O)CCCC1.O=S1(=O)CCCC1.O=S1(=O)CCCC1.O=S1(=O)CCCC1.O=S1(=O)CCCC1.O=S1(=O)CCCC1.O=S1(=O)CCCC1.O=S1(=O)CCCC1.CC(C)=O"
}